# 1
The following is a DFT calculation (ωB97M-V with the def2-TZVPD basis set) of a molecular structure, C41H80F30N10O27S10.

* frontier orbital gap: 6.94 eV
* total charge: 0
* lowest unoccupied orbital energy: -1.14 eV

Cartesian coordinates (Å):
C: 7.108 -0.077 3.796
C: 5.626 0.393 3.841
C: 5.432 1.598 4.720
O: 4.073 2.197 4.553
C: 3.962 3.428 5.224
N: 5.223 0.789 2.396
H: 5.824 1.455 1.930
H: 5.166 0.095 1.664
H: 4.263 1.089 2.483
H: 7.490 -0.603 4.671
H: 7.893 0.660 3.625
H: 7.301 -0.916 3.126
H: 4.922 -0.413 4.047
H: 6.225 2.332 4.577
H: 5.570 1.231 5.737
H: 3.054 3.921 4.877
H: 4.687 4.185 4.925
H: 3.846 3.468 6.307
C: -1.188 9.431 3.072
C: -0.252 8.343 3.430
C: 1.096 8.881 4.002
N: 2.184 7.822 4.365
C: 1.491 6.900 5.432
C: 1.073 7.627 6.734
C: 2.223 8.394 7.391
C: 3.024 9.202 6.432
C: 3.400 8.543 5.089
C: 2.636 6.902 3.193
H: -1.403 10.148 3.864
H: -2.145 8.993 2.791
H: -0.769 9.999 2.241
H: 0.015 7.878 2.481
H: -0.768 7.676 4.121
H: 1.009 9.517 4.883
H: 1.606 9.538 3.298
H: 0.797 6.198 4.970
H: 2.294 6.195 5.643
H: 0.071 8.055 6.712
H: 1.017 6.763 7.396
H: 1.787 8.960 8.214
H: 2.911 7.715 7.893
H: 2.481 10.103 6.146
H: 3.910 9.659 6.871
H: 3.867 9.203 4.359
H: 4.142 7.760 5.245
H: 1.832 6.274 2.810
H: 3.485 6.296 3.511
H: 2.993 7.488 2.346
C: 2.019 -3.780 -3.123
O: 1.314 -4.969 -3.392
C: 1.777 -6.043 -2.602
C: 0.910 -7.297 -2.723
N: -0.565 -6.878 -2.759
H: -0.885 -6.500 -1.879
H: -0.548 -6.076 -3.372
C: -1.528 -8.005 -3.175
C: -1.190 -8.413 -4.574
O: -0.825 -7.365 -5.431
C: -0.730 -7.501 -6.802
H: 3.069 -3.757 -3.414
H: 1.926 -3.476 -2.080
H: 1.568 -2.958 -3.680
H: 2.006 -5.802 -1.564
H: 2.803 -6.297 -2.870
H: 1.063 -7.947 -1.861
H: 1.177 -7.841 -3.629
H: -2.498 -7.512 -3.107
H: -1.484 -8.849 -2.487
H: -2.132 -8.860 -4.895
H: -0.561 -9.299 -4.484
H: 0.272 -7.904 -6.949
H: -0.759 -6.578 -7.381
H: -1.439 -8.247 -7.162
C: -3.649 0.972 -3.210
O: -4.108 1.429 -1.963
C: -5.481 1.636 -1.956
C: -6.315 0.339 -1.495
N: -5.777 -0.057 -0.123
H: -5.336 0.746 0.302
H: -6.560 -0.248 0.487
C: -4.824 -1.296 -0.085
C: -4.400 -1.457 1.302
O: -3.894 -0.219 1.784
C: -3.571 -0.212 3.148
H: -2.724 0.410 -3.086
H: -3.428 1.852 -3.814
H: -4.329 0.415 -3.854
H: -5.938 2.027 -2.865
H: -5.636 2.428 -1.224
H: -6.177 -0.480 -2.201
H: -7.359 0.620 -1.353
H: -4.010 -0.893 -0.688
H: -5.443 -2.113 -0.456
H: -3.664 -2.257 1.385
H: -5.223 -1.802 1.929
H: -4.494 -0.262 3.725
H: -3.111 0.752 3.366
H: -2.942 -1.044 3.466
C: 2.448 3.432 1.089
O: 2.745 2.037 0.778
C: 2.573 1.581 -0.601
C: 1.020 1.368 -0.771
N: 0.376 0.655 0.399
H: 0.962 -0.058 0.807
H: 0.207 1.409 1.049
C: -1.014 0.042 0.344
C: -1.106 -1.361 -0.288
O: -1.094 -1.105 -1.649
C: -1.175 -2.330 -2.410
H: 3.257 4.124 1.319
H: 2.089 3.464 2.117
H: 1.770 3.906 0.378
H: 3.163 0.682 -0.778
H: 2.963 2.333 -1.287
H: 0.727 0.754 -1.623
H: 0.500 2.325 -0.815
H: -1.600 0.867 -0.061
H: -1.248 -0.058 1.404
H: -1.971 -1.902 0.097
H: -0.258 -1.985 -0.005
H: -0.732 -3.155 -1.851
H: -0.828 -2.270 -3.441
H: -2.253 -2.496 -2.422
C: -3.361 -2.084 -6.017
F: -3.680 -1.660 -7.236
F: -2.448 -3.107 -6.022
F: -2.686 -1.124 -5.375
S: -5.002 -2.472 -5.010
O: -4.632 -2.528 -3.599
O: -5.922 -1.385 -5.353
N: -5.545 -3.875 -5.790
S: -5.076 -5.051 -4.828
O: -3.705 -4.999 -4.352
O: -6.024 -5.323 -3.781
C: -5.229 -6.672 -6.027
F: -4.294 -6.724 -7.028
F: -5.093 -7.783 -5.274
F: -6.442 -6.619 -6.577
C: -0.736 -8.838 0.877
F: -0.141 -9.403 1.927
F: -0.166 -9.307 -0.244
F: -2.050 -9.080 0.773
S: -0.469 -6.939 0.877
O: -0.639 -6.543 2.296
O: 0.866 -6.696 0.286
N: -1.603 -6.396 -0.281
S: -2.591 -5.639 0.625
O: -3.235 -6.522 1.604
O: -2.054 -4.316 1.052
C: -4.040 -5.168 -0.620
F: -3.720 -4.200 -1.398
F: -4.361 -6.261 -1.337
F: -5.125 -4.699 0.065
C: 3.617 -2.841 2.655
F: 3.153 -1.788 3.280
F: 4.872 -3.096 2.991
F: 2.901 -3.922 2.936
S: 3.546 -2.464 0.747
O: 3.627 -3.783 0.146
O: 2.235 -1.740 0.525
N: 4.854 -1.361 0.606
S: 5.182 -1.591 -0.907
O: 6.204 -2.595 -1.093
O: 4.057 -1.567 -1.845
C: 6.097 0.062 -1.442
F: 5.319 1.079 -1.406
F: 7.127 0.189 -0.574
F: 6.642 -0.009 -2.653
C: -3.039 3.686 1.380
F: -3.153 2.938 0.196
F: -3.535 4.835 1.140
F: -3.743 3.149 2.402
S: -1.195 4.071 1.790
O: -0.492 4.670 0.681
O: -1.273 5.045 2.888
N: -0.557 2.441 2.263
S: -0.421 2.570 3.825
O: 0.584 3.493 4.356
O: -1.750 2.564 4.457
C: 0.330 0.843 4.231
F: -0.337 -0.124 3.584
F: 1.633 0.748 3.853
F: 0.169 0.697 5.579
C: -0.656 3.738 -3.816
F: -1.677 3.779 -4.662
F: -0.514 4.952 -3.211
F: -0.807 2.724 -2.974
S: 0.982 3.506 -4.899
O: 1.082 4.738 -5.714
O: 2.080 3.323 -3.934
N: 0.623 2.187 -6.028
S: 0.562 0.821 -5.185
O: 1.611 0.676 -4.184
O: -0.764 0.483 -4.723
C: 0.900 -0.439 -6.687
F: 1.873 0.062 -7.478
F: 1.108 -1.637 -6.269
F: -0.224 -0.392 -7.397

***

# 2
The following is a DFT calculation (ωB97M-V with the def2-TZVPD basis set) of a molecular structure, C8H13N2OReS2SbSe4.

* frontier orbital gap: 6.87 eV
* total charge: +3
* lowest unoccupied orbital energy: -10.92 eV

Cartesian coordinates (Å):
Re: -1.827 0.593 0.862
Se: -1.302 5.964 5.318
Sb: -3.175 4.777 5.759
Se: -2.155 1.334 2.900
Se: -2.851 1.985 -0.669
Se: -5.064 3.645 6.282
N: -0.027 0.021 0.371
C: 1.074 -0.336 0.117
N: 2.240 -0.713 -0.141
C: 2.604 -1.264 -1.499
C: 3.729 -0.429 -2.103
C: 4.691 0.106 -1.029
C: 4.683 -0.785 0.208
C: 3.337 -0.702 0.910
H: 1.702 -1.276 -2.108
H: 2.904 -2.293 -1.306
H: 3.316 0.389 -2.691
H: 4.257 -1.084 -2.799
H: 4.402 1.121 -0.741
H: 5.696 0.179 -1.437
H: 5.437 -0.467 0.928
H: 4.917 -1.819 -0.050
H: 3.231 0.234 1.456
H: 3.149 -1.544 1.575
C: -6.538 -1.384 -1.773
O: -5.417 -1.502 -0.830
C: -4.588 -0.547 -0.660
S: -4.708 0.925 -1.450
S: -3.353 -1.009 0.526
H: -7.041 -2.341 -1.723
H: -6.136 -1.199 -2.768
H: -7.188 -0.578 -1.436

***

# 3
The following is a DFT calculation (ωB97M-V with the def2-TZVPD basis set) of 7 unconnected molecules or ions with the total composition C30H58F2N3O12S.

* frontier orbital gap: 6.68 eV
* total charge: +1
* lowest unoccupied orbital energy: -3.99 eV

Cartesian coordinates (Å):
C: -2.707 3.059 3.099
C: -2.565 1.513 2.574
F: -3.947 1.082 2.145
C: -1.559 1.297 1.298
O: -0.983 2.575 0.868
C: 0.102 2.193 -0.051
S: 0.456 3.770 -1.072
C: 1.471 1.639 0.749
C: 2.120 2.983 1.411
C: 3.100 2.787 2.703
C: 3.090 4.256 3.504
C: 2.484 4.275 5.063
C: 2.399 5.690 5.887
C: 2.919 7.044 5.088
C: 3.545 7.042 3.554
C: 3.630 5.595 2.721
N: 2.291 1.048 -0.417
C: 3.628 1.256 -0.264
O: 4.920 1.665 -0.165
N: 0.982 0.592 1.718
C: 1.858 -0.624 1.893
O: 3.122 -0.407 2.611
O: 3.608 -1.592 2.948
C: -0.433 0.091 1.531
C: -0.622 -1.175 0.510
O: -0.665 -2.425 1.055
N: -0.821 -1.131 -0.987
C: -1.308 -2.450 -1.547
O: -2.524 -2.951 -1.315
F: -0.356 -3.182 -2.445
H: -3.744 3.114 3.686
H: -1.885 3.306 3.928
H: -2.770 3.871 2.258
H: -2.313 0.854 3.519
H: -2.233 0.911 0.393
H: -0.246 1.423 -0.896
H: 1.319 3.327 -2.124
H: 1.203 3.646 1.793
H: 2.709 3.687 0.669
H: 2.736 2.008 3.501
H: 4.230 2.580 2.379
H: 2.116 3.241 5.535
H: 1.948 5.694 6.970
H: 2.822 8.065 5.685
H: 3.893 8.038 3.022
H: 4.047 5.526 1.619
H: 0.956 1.061 2.675
H: 2.120 -1.210 0.916
H: 1.236 -1.387 2.570
H: 4.373 -1.830 2.319
H: -0.733 -0.341 2.607
H: -1.608 -0.446 -1.196
C: 0.317 -4.995 -5.107
C: -0.393 -6.275 -5.497
O: 0.186 -6.810 -6.678
H: 0.250 -4.257 -5.914
H: -0.120 -4.567 -4.200
H: 1.382 -5.180 -4.932
H: -1.452 -6.082 -5.692
H: -0.320 -7.022 -4.701
H: 1.124 -6.986 -6.492
C: 0.341 -4.290 5.806
C: 0.593 -4.162 4.318
O: 1.101 -2.870 4.022
H: -0.371 -3.530 6.143
H: -0.056 -5.279 6.051
H: 1.266 -4.132 6.370
H: -0.338 -4.299 3.759
H: 1.314 -4.911 3.976
H: 1.932 -2.762 4.516
C: 0.091 -1.289 -5.475
C: 1.078 -0.280 -6.025
O: 1.487 0.609 -4.996
H: -0.786 -0.782 -5.060
H: -0.238 -1.979 -6.258
H: 0.540 -1.867 -4.661
H: 0.618 0.310 -6.823
H: 1.964 -0.778 -6.431
H: 1.902 0.076 -4.296
C: -3.996 -5.278 -2.866
C: -4.882 -6.506 -2.851
O: -4.995 -7.038 -4.163
H: -4.407 -4.515 -3.536
H: -3.903 -4.853 -1.862
H: -2.997 -5.525 -3.239
H: -5.885 -6.251 -2.498
H: -4.471 -7.278 -2.193
H: -4.099 -7.270 -4.463
C: -1.482 -0.793 -10.152
C: -0.831 0.548 -9.882
O: 0.301 0.377 -9.042
H: -1.790 -1.267 -9.215
H: -2.359 -0.678 -10.795
H: -0.776 -1.475 -10.638
H: -1.532 1.219 -9.377
H: -0.508 1.023 -10.813
H: 0.922 -0.214 -9.503
C: -2.229 5.265 7.907
C: -1.036 5.325 8.838
O: 0.011 6.072 8.238
H: -1.950 4.804 6.954
H: -3.044 4.689 8.353
H: -2.593 6.272 7.679
H: -0.662 4.318 9.046
H: -1.304 5.796 9.789
H: -0.328 6.967 8.065

***

Short version: DFT total energy = -303856.82475 -305229.46014 -77331.26066 eV, in the order given.
Short version: max |F| = 6.00 0.35 11.72 eV/Å, in the order given.